Density functional theory data (ωB97M-V/def2-TZVPD) for a single C21H30BrN3O3S molecule.

```
59
Properties=species:S:1:pos:R:3:forces:R:3:lowdin_charge:R:1
C -2.862962 -1.064130 3.091108 0.2 0.2 0.1 -0.077
C -2.059036 0.161216 3.510904 -0.3 0.0 -0.3 -0.366
C -2.951144 1.227448 4.147012 0.4 -0.1 0.2 -0.183
C -2.111018 2.443764 4.522032 -0.2 0.1 -0.2 -0.180
C -1.356100 2.956670 3.297493 0.0 0.0 0.3 -0.207
N -0.526931 1.893875 2.771248 0.0 0.0 0.0 -0.171
C 0.497333 2.319333 1.846458 0.0 0.1 -0.3 -0.192
C 0.010166 3.046759 0.578391 0.2 -0.1 0.1 -0.158
C 1.067931 3.022710 -0.526080 0.0 0.4 0.4 -0.232
N 1.144264 1.762287 -1.232380 0.3 -0.8 0.2 -0.119
S 2.017912 0.509830 -0.606412 0.1 -0.1 -0.6 0.667
O 1.237695 -0.475757 0.095597 0.0 0.1 -0.2 -0.275
O 3.145257 1.066580 0.081578 0.1 0.4 0.0 -0.279
C 2.663236 -0.266813 -2.092219 -0.3 0.0 0.5 -0.165
C 3.853293 0.241211 -2.590807 0.2 0.0 -0.1 -0.099
C 4.524785 -0.426284 -3.597017 0.0 0.0 0.0 -0.668
Br 6.134178 0.298221 -4.282633 0.0 0.0 0.0 0.745
C 4.071459 -1.646748 -4.094170 0.0 0.2 0.2 -0.061
C 2.895473 -2.147817 -3.591095 -0.2 0.3 0.3 -0.143
C 2.162189 -1.437576 -2.629228 0.4 0.2 -0.3 -0.137
N 1.003485 -2.124859 -2.293899 -0.2 0.0 0.1 0.026
C -0.181094 -1.517413 -1.954473 -0.2 -0.3 -0.4 -0.406
O -0.365178 -0.328575 -2.135371 -0.2 0.1 0.0 0.058
C -1.221658 -2.426766 -1.420390 0.0 0.0 0.1 -0.185
C -2.606487 -2.327688 -2.022060 -0.2 0.0 -0.1 -0.083
C -2.357121 -1.786479 -0.661852 0.0 0.0 0.0 -0.093
C 1.118635 -3.497066 -2.784594 -0.1 -0.5 0.1 -0.102
C 2.183971 -3.433623 -3.896013 -0.1 0.0 -0.1 -0.077
C -1.328295 0.777680 2.315440 0.1 -0.2 0.3 -0.173
H -2.204600 -1.816413 2.663235 0.0 -0.2 -0.1 0.070
H -3.610549 -0.793224 2.347420 -0.1 0.0 -0.1 0.076
H -3.373981 -1.497305 3.948388 -0.1 -0.1 0.0 0.075
H -1.303061 -0.139797 4.242217 0.0 0.0 0.0 0.145
H -3.448037 0.825142 5.032532 -0.1 0.0 0.0 0.113
H -3.725050 1.523283 3.433299 -0.1 0.0 -0.1 0.118
H -1.385546 2.159689 5.285474 0.0 0.0 0.1 0.114
H -2.744475 3.236860 4.924344 0.0 0.0 0.1 0.107
H -0.709841 3.791098 3.581231 0.0 0.0 -0.1 0.122
H -2.086155 3.324397 2.552176 0.0 0.0 0.0 0.124
H 1.185586 2.975873 2.388883 0.1 0.0 -0.1 0.130
H 1.054194 1.428028 1.551767 0.0 0.1 0.2 0.083
H -0.892566 2.560147 0.200896 -0.1 0.1 0.0 0.109
H -0.238421 4.083163 0.815903 -0.1 0.0 0.0 0.110
H 0.859676 3.798002 -1.270954 0.1 -0.1 0.1 0.119
H 2.060649 3.193027 -0.104646 0.0 0.3 0.0 0.114
H 0.263111 1.417035 -1.588515 -0.1 -0.2 -0.1 0.080
H 4.245447 1.141573 -2.146195 0.2 0.1 0.0 0.111
H 4.637915 -2.180414 -4.841702 0.1 0.0 -0.1 0.113
H -0.876465 -3.394383 -1.086633 -0.1 0.0 0.0 0.137
H -2.734945 -1.624745 -2.831232 0.1 0.1 0.0 0.109
H -3.171228 -3.241486 -2.130286 0.0 -0.1 0.1 0.103
H -2.303802 -0.716280 -0.541615 0.1 0.1 -0.1 0.102
H -2.744337 -2.316346 0.193576 0.0 -0.1 0.0 0.097
H 1.452292 -4.149384 -1.969949 -0.1 0.0 -0.1 0.132
H 0.157375 -3.852486 -3.155503 0.1 0.0 0.1 0.127
H 1.726205 -3.388010 -4.887217 0.0 0.0 0.0 0.124
H 2.852682 -4.292450 -3.870509 0.0 0.0 0.0 0.122
H -0.665131 0.042363 1.853990 0.0 0.0 0.0 0.119
H -2.081180 1.083055 1.563050 0.0 0.0 0.0 0.126
```
Forces are in eV/Å.

Computed properties:
- Frontier orbital gap: 8.5 eV
- E_LUMO: 0.0182 Ha
- Energy: -4180.38952 a.u.
- Relative energy (zero: lowest compared OMol25 entry of this formula, charge and spin): 0.000 eV
- HOMO energy: -8.02 eV